Record 1
DFT (the ωB97M-V functional and the def2-TZVPD basis) results for the molecule C5H10O.

The LUMO energy comes out at 0.940 eV.

Structure (XYZ):
```
16
Properties=species:S:1:pos:R:3:forces:R:3
O 1.3530 1.1817 -1.0867 0.0 0.2 0.0
C -0.9420 -0.5256 -0.2713 0.0 0.0 -0.1
C 1.4544 0.4661 0.1125 0.1 -0.1 0.3
C -2.0155 0.4718 0.1600 0.0 0.1 0.0
C 0.3246 -0.4337 0.5512 -0.1 0.0 0.1
C 1.6005 -1.0106 -0.0143 0.1 -0.1 0.0
H 1.5463 -1.4109 -1.0236 0.0 0.1 0.1
H -2.9224 0.3603 -0.4444 0.1 0.0 0.1
H -1.6617 1.5032 0.0469 0.0 -0.1 0.0
H 2.0483 0.9562 0.8845 -0.1 -0.1 -0.1
H 2.2966 -1.5221 0.6440 -0.1 0.1 -0.1
H -0.6882 -0.3578 -1.3242 0.0 0.0 0.1
H -1.3385 -1.5472 -0.2000 0.1 0.1 0.0
H 0.1827 -0.5336 1.6281 0.0 0.0 -0.2
H -2.2952 0.3275 1.2104 0.1 0.0 -0.1
H 1.0570 2.0748 -0.8731 0.0 -0.1 -0.1
```
Forces are in eV/Å.

Atom charges from the Mulliken analysis, given in e for atoms 1 to 6: O -0.53; C -0.47; C -0.09; C -1.17; C -0.02; C -0.81

Record 2
DFT (the ωB97M-V functional and the def2-TZVPD basis) results for a structure of composition C15H4MoN4O7S2.

The LUMO energy comes out at -11.221 eV. The net charge is +2.

Structure (XYZ):
```
33
Properties=species:S:1:pos:R:3:forces:R:3
Mo 1.9855 1.1257 -0.1915 -0.4 2.6 1.3
S 1.8085 3.3018 -0.9140 -0.2 -0.8 0.3
S 2.0499 1.7434 1.9987 -0.5 -0.4 -1.2
O -2.8246 -1.9188 -1.0984 0.1 0.1 -0.2
O -0.4985 -6.0778 -1.4305 0.3 0.0 0.0
O 1.6782 -6.1184 -1.4399 -0.2 0.0 0.0
O 3.1887 -0.0279 -0.6476 1.6 0.3 -0.2
O 4.2763 -1.9746 -1.0952 -0.1 0.5 0.2
O 0.7117 -0.0153 -0.6042 -1.2 -0.3 0.0
O -1.8141 -0.2589 -0.1535 0.2 -0.1 -0.3
N 0.6000 -5.5808 -1.3798 -0.1 0.4 0.0
N -3.6573 3.1132 3.6789 0.1 0.0 0.0
N -3.6743 5.7053 0.6449 0.1 -0.1 0.0
N -1.8438 -1.3323 -0.7382 -0.1 -0.2 0.8
C -1.6988 4.0715 0.9110 0.2 0.0 -0.1
C -1.6667 3.2116 2.0435 0.2 -0.2 0.0
C 0.6710 -1.3679 -0.8175 0.0 -1.1 -0.1
C 1.8861 -2.0702 -0.9563 -0.3 0.5 0.1
C -2.8004 4.9659 0.7413 -0.1 0.1 0.0
C -0.5491 -2.0503 -0.8924 0.3 0.6 -0.1
C 0.4693 3.2781 0.2369 0.7 0.1 0.1
C -0.6649 4.0605 -0.0036 -0.3 -0.1 -0.2
C -0.5736 -3.4150 -1.1058 0.0 -0.1 0.0
C 0.6277 -4.0873 -1.2116 -0.1 -0.2 0.0
C -0.5590 2.4288 2.2898 -0.3 -0.1 0.0
C -2.7722 3.1681 2.9490 -0.1 0.0 0.1
C 0.5457 2.4909 1.4247 0.5 0.4 0.3
C 3.2471 -1.4539 -0.9217 -0.3 -1.9 -0.4
C 1.8454 -3.4465 -1.1593 0.2 -0.1 0.0
H -1.5127 -3.9500 -1.1779 0.0 0.0 0.0
H 2.7635 -4.0115 -1.2686 0.0 0.0 0.0
H -0.7214 4.6818 -0.8884 0.0 0.0 0.0
H -0.5232 1.8108 3.1774 0.0 0.0 0.0
```
Forces are in eV/Å.

Atom charges from the Mulliken analysis, given in e for atoms 1 to 6: Mo 1.18; S -0.11; S -0.12; O -0.50; O -0.55; O -0.56

So what do the calculations give for HOMO energy? Going down the list: -0.34909, -0.62964 hartree.
So what do the calculations give for largest force on an atom? Going down the list: 0.3, 2.9 eV/Å.
So what do the calculations give for ΔE to the lowest compared entry with this formula, charge and spin? Going down the list: 107.1, 107.0 kJ/mol.